120
Properties=species:S:1:pos:R:3:forces:R:3 method="wB97M-V/def2-TZVPD" s2=0.7565 orbital_gap_ha="0.28490 / 0.26497" multiplicity=2
Ru 0.19439 0.11885 -0.14618 0.7 1.2 0.9
Br 1.82828 1.26487 -1.97501 -0.8 -0.2 -0.1
Cl -5.93638 -1.37787 -7.31514 0.1 0.0 0.0
P 0.06312 -2.22624 -0.15873 0.7 0.0 -0.8
P 0.43360 2.29080 1.41432 -0.2 -0.1 0.0
P -1.77629 1.57444 -0.74948 -0.4 -0.4 -0.9
O -0.16674 -1.28216 -2.26961 0.1 0.2 -0.6
O -1.21295 -0.66465 -4.15769 0.1 0.0 0.0
O -1.56805 -1.70392 3.14605 0.0 0.0 -0.1
O -0.95239 -0.44891 1.41481 -0.5 -0.1 0.8
O -0.70487 -3.15508 -5.30916 0.0 0.1 0.0
C 4.58437 -0.12108 0.75555 0.1 0.1 -0.1
C -3.07855 -4.85725 -0.50796 0.0 0.0 0.0
C 2.63012 3.77338 0.49233 0.0 0.0 0.1
C -0.62445 -1.48175 -3.45775 -0.1 0.1 0.3
C 2.76530 5.40373 2.72821 0.0 0.0 0.0
C 3.61608 -3.13000 -1.92478 0.0 0.0 0.0
C 1.73784 3.57018 1.53991 0.1 -0.1 -0.1
C -5.73691 0.46207 -0.68360 0.0 0.0 0.0
C -3.45256 1.00338 -1.25884 0.0 0.1 0.0
C -2.00607 -1.90659 -6.83093 0.0 0.1 0.0
C -1.55028 -2.98236 -0.57182 0.0 -0.1 0.1
C -4.44086 0.77974 -0.29907 0.0 0.0 0.0
C -3.22177 -1.47483 -7.32807 0.0 0.0 0.0
C 2.48878 -2.48181 -1.44543 -0.1 -0.1 -0.1
C 3.66514 5.58439 1.68474 0.0 0.0 0.0
C -0.94078 1.37565 3.70297 0.0 0.1 0.0
C -2.60563 -2.16741 -0.94469 -0.1 -0.1 -0.1
C -3.88826 -2.67874 -1.08947 0.0 0.0 0.0
C 3.71431 -4.51083 -1.83267 0.0 0.0 0.0
C -6.05126 0.32493 -2.02847 0.0 0.0 0.0
C -1.38454 2.73282 -2.11218 -0.1 0.2 0.2
C 1.80582 4.40672 2.65703 0.0 0.0 0.0
C -1.95133 -2.78608 -5.76087 0.0 -0.1 0.1
C -3.76140 0.80131 -2.60344 0.0 0.0 0.0
C 4.60742 1.21487 -1.70595 0.1 0.0 0.0
C -4.38404 -1.94309 -6.73839 -0.1 0.0 0.0
C -0.80601 2.23078 -3.27226 0.1 0.0 -0.1
C 1.43811 1.59954 3.91568 0.0 0.1 0.0
C 2.08932 -0.02063 0.81717 0.0 -1.3 -0.3
C -5.05343 0.46166 -2.98357 0.0 0.0 0.0
C -0.39063 -2.90828 -3.94178 0.0 0.0 -0.2
C -0.90618 -1.56078 2.14348 0.0 0.3 0.0
C 1.44446 -3.19284 -0.85889 0.0 0.0 0.0
C 5.82361 0.86731 -1.08076 0.0 0.1 -0.1
C 3.40947 -0.99589 2.64861 -0.1 0.1 0.1
C -3.11688 -3.32820 -5.22545 -0.1 -0.1 0.0
C 3.58991 4.77587 0.56338 0.0 0.0 0.0
C -1.01000 3.40859 1.16082 0.0 0.0 0.1
C -0.88717 4.41078 -4.28865 0.0 0.0 0.0
C 1.55678 -4.57992 -0.76940 0.0 0.1 0.0
C -4.33832 -2.87137 -5.71816 0.0 0.0 0.1
C -1.70420 4.09068 -2.04975 0.0 0.0 -0.1
C -1.80239 -4.33876 -0.34782 -0.1 0.1 0.0
C 2.18796 -0.58509 2.06549 0.2 0.3 0.1
C 1.37462 1.08074 5.19843 0.0 0.0 0.0
C -0.56797 3.06352 -4.35815 0.0 0.0 0.0
C -1.00370 0.84581 4.98358 0.0 0.0 0.0
C -3.08804 -4.41156 -4.18047 0.0 0.1 0.0
C 0.03451 -2.63145 1.60177 -0.2 -0.1 0.1
C 3.34353 0.22899 0.15586 0.0 0.2 0.1
C 3.43877 0.87702 -1.09401 0.3 -0.2 0.1
C -1.45246 4.92460 -3.12938 0.0 0.0 0.0
C 4.58605 -0.77926 2.00633 0.1 0.0 0.0
C 0.27820 1.75773 3.15168 0.2 -0.1 0.0
C 0.15168 0.69716 5.73261 0.0 0.0 0.0
C -4.12797 -4.02474 -0.86814 0.0 0.0 0.1
C 5.80482 0.19925 0.10634 -0.1 -0.1 0.1
C -2.23020 2.68276 0.62154 0.1 -0.1 0.2
C 2.67839 -5.23343 -1.26247 0.0 0.0 0.0
H 0.78019 -5.17407 -0.31455 0.0 0.0 0.0
H -0.14372 2.64363 -5.26178 0.0 0.0 0.0
H 5.53215 -1.07009 2.44823 0.0 0.0 0.0
H -0.33526 -3.63024 1.81911 -0.1 0.0 0.1
H 0.67129 -3.12534 -3.83417 0.0 -0.1 0.0
H -0.66856 4.15400 0.44059 0.0 0.0 0.0
H -2.99895 0.89552 -3.36495 0.0 0.0 0.0
H -5.12845 -4.42599 -0.97099 0.0 0.0 0.0
H -3.25253 -5.91150 -0.33222 0.0 0.0 0.0
H -2.16329 4.51336 -1.16548 0.0 0.0 -0.1
H 2.74201 -6.31201 -1.19125 0.0 0.0 0.0
H -1.95582 0.51806 5.37727 0.0 0.0 0.0
H 4.60309 1.73287 -2.65652 0.0 0.0 0.0
H -2.67885 2.05836 1.39204 0.0 0.0 0.0
H 1.11131 4.27356 3.47702 0.0 0.0 0.0
H -7.06646 0.09810 -2.32999 0.0 0.0 0.0
H 1.01377 -2.52388 2.05023 0.1 -0.1 0.0
H -5.26127 -3.25744 -5.30122 0.0 0.0 0.0
H 6.76062 1.13039 -1.55412 0.0 0.0 0.0
H -6.49772 0.31571 0.07307 0.0 0.0 0.0
H -1.85362 1.45590 3.13337 0.0 -0.1 0.0
H -2.22051 -5.05814 -4.31606 0.0 0.0 0.0
H -0.93594 -3.58118 -3.27529 0.0 0.0 0.1
H -3.98544 -5.02708 -4.25652 0.0 0.0 0.0
H -1.01914 -5.00373 -0.02020 0.0 0.0 0.0
H -2.41863 -1.12380 -1.11338 0.0 0.1 -0.1
H -3.26938 -0.77148 -8.14819 0.0 0.0 0.0
H 4.27660 4.92046 -0.26096 0.0 0.0 0.0
H -0.70522 5.05987 -5.13633 0.0 0.0 0.0
H 4.41496 -2.55220 -2.37389 0.0 0.0 0.0
H -0.58073 1.17432 -3.35900 -0.1 0.0 0.0
H 2.57384 3.15360 -0.38799 0.0 0.0 0.0
H 2.28370 0.96824 5.77627 0.0 0.0 0.0
H -1.22423 3.92318 2.09960 0.0 0.0 0.0
H 3.39659 -1.48326 3.61708 0.0 0.1 0.0
H -4.21164 0.84003 0.75727 0.0 0.0 0.0
H 2.39976 1.87469 3.50189 0.0 0.0 0.0
H -4.69545 -2.01822 -1.37310 0.0 0.0 0.0
H -5.27414 0.31176 -4.03359 0.0 0.0 0.0
H 6.73215 -0.10236 0.57963 0.0 0.1 0.0
H 4.59511 -5.02193 -2.20002 0.0 0.0 0.0
H -1.71087 5.97431 -3.06704 0.0 0.0 0.0
H 1.30047 -0.68705 2.66658 -0.1 -0.1 0.0
H 2.81217 6.03970 3.60308 0.0 0.0 0.0
H 0.10226 0.27007 6.72640 0.0 0.0 0.0
H 4.41926 6.35880 1.74829 0.0 0.0 0.0
H 2.39979 -1.41276 -1.53930 0.0 0.0 -0.1
H -3.00392 3.37024 0.27941 0.0 0.0 0.1
H -1.07527 -1.53856 -7.24122 0.0 0.0 0.0
H -3.05465 -4.00239 -3.16864 0.0 0.0 -0.1